[1]
80
Properties=species:S:1:pos:R:3:forces:R:3 method="wB97M-V/def2-TZVPD" multiplicity=1 homo_energy_ev=-9.2648 smiles=CCCCCCCCCCCCCC[Si@H](F)S.COCCOC.COCCOC orbital_gap_ev=9.85 lumo_energy_ev=0.6
C 2.75980 -3.61661 1.32470 -0.71 0.14 0.60
C 1.79172 -2.43325 1.98618 0.08 -1.02 0.24
C 0.48544 -2.08851 1.05747 -0.31 0.38 0.41
C 0.56656 -0.59164 0.32516 -0.19 -0.38 0.25
C -0.88535 0.12523 0.61901 -0.63 0.08 -1.17
C -0.96304 1.71121 0.20362 0.57 -0.51 -0.17
C -2.31861 2.47802 0.75757 -0.53 0.27 -0.93
C -3.62686 1.44701 0.88277 0.24 0.91 -0.74
C -5.07459 2.24046 0.65581 1.12 0.25 -0.86
C -6.20679 1.31482 -0.10560 -1.19 0.49 0.62
C -6.20468 -0.26619 0.32751 -0.04 -0.60 0.18
C -5.38197 -1.25740 -0.71019 0.56 0.68 0.77
C -6.06822 -2.74083 -0.90351 1.05 0.14 -1.07
C -4.93262 -3.84895 -0.46160 -0.09 -0.75 -0.26
Si -5.18873 -4.30262 1.41766 3.05 1.76 0.32
F -4.13036 -3.27008 2.43523 -2.35 -2.01 -1.98
S -4.54666 -6.35054 1.66776 0.58 -0.26 0.87
H 2.01192 -4.42626 0.86972 1.86 1.61 1.02
H 3.46601 -3.22149 0.47858 -1.38 -0.72 1.64
H 3.39847 -4.09081 2.21480 -1.31 0.93 -2.18
H 2.43059 -1.46745 2.25960 -1.50 -2.04 -0.65
H 1.38489 -2.91327 3.00037 0.95 1.19 -2.12
H -0.46261 -2.07443 1.78036 2.04 0.02 -1.58
H 0.25483 -2.95561 0.27385 0.73 1.89 1.61
H 0.78059 -0.73000 -0.84090 -0.66 0.43 2.53
H 1.47883 0.05649 0.74124 -2.05 -1.43 -0.69
H -1.28796 -0.02408 1.71537 1.20 0.24 -2.04
H -1.67095 -0.43588 -0.08336 1.61 1.04 1.61
H -0.93158 1.74493 -0.98840 -0.16 0.07 2.55
H 0.04237 2.21936 0.57836 -2.21 -0.84 -0.69
H -2.62420 3.26043 -0.08866 0.72 -1.50 1.91
H -2.13695 3.09614 1.75039 -0.31 -1.47 -2.00
H -3.56720 0.91424 1.92189 -0.27 0.68 -2.18
H -3.52883 0.71854 -0.04347 -0.19 1.22 2.20
H -5.44845 2.72637 1.65396 0.55 -1.13 -1.90
H -4.81090 3.13412 -0.08962 -0.70 -1.80 1.68
H -6.17068 1.46708 -1.28778 0.16 -0.51 2.59
H -7.26167 1.75994 0.23268 2.21 -0.93 -0.82
H -7.29474 -0.74204 0.42466 2.18 1.44 -0.29
H -5.72617 -0.34692 1.41248 -0.99 0.11 -2.30
H -5.20449 -0.69549 -1.73816 -0.58 -1.28 2.05
H -4.30009 -1.39038 -0.22735 -2.29 0.15 -1.17
H -7.09616 -2.86366 -0.31175 2.34 0.29 -1.26
H -6.26763 -2.90987 -2.06794 0.18 0.40 2.63
H -5.02523 -4.85833 -1.09163 0.08 2.10 1.35
H -3.82049 -3.48450 -0.60239 -2.32 -0.55 0.13
H -6.60108 -4.06561 1.70008 -0.10 0.07 0.51
H -3.85364 -6.51986 2.88528 -0.96 0.78 -1.22
C 4.70885 2.08110 -4.36702 -0.10 0.05 -0.28
O 3.99636 1.14354 -5.16646 0.15 -0.14 0.49
C 4.08775 -0.18776 -4.64916 -0.55 0.17 -0.30
C 2.80528 -0.58542 -3.91240 0.52 0.06 0.37
O 2.63719 0.17832 -2.71465 -0.14 0.16 -0.47
C 1.67980 1.22070 -2.86996 0.14 -0.01 0.19
H 4.42846 3.08842 -4.68757 0.00 -0.19 -0.06
H 4.46915 1.97608 -3.30709 0.01 -0.06 0.03
H 5.78467 1.95338 -4.52016 0.05 0.04 0.12
H 4.96504 -0.29642 -4.00001 -0.16 0.04 0.03
H 4.22107 -0.85438 -5.50738 -0.01 -0.01 0.04
H 2.88472 -1.63498 -3.61087 0.01 0.01 -0.05
H 1.92967 -0.48861 -4.56585 0.14 0.08 0.02
H 0.67171 0.79563 -2.89146 -0.08 0.09 -0.06
H 1.85593 1.80543 -3.77831 -0.01 -0.10 0.02
H 1.75844 1.88909 -2.00756 0.02 -0.19 -0.03
C 5.23460 3.75166 3.55806 0.27 0.03 -0.07
O 6.01509 2.71719 2.96945 -0.50 -0.09 0.09
C 5.37422 1.44044 3.05618 0.36 0.12 -0.52
C 4.73868 1.04728 1.71932 -0.39 0.12 0.47
O 3.63727 1.90140 1.39756 0.48 0.12 -0.12
C 3.98144 2.88083 0.42312 -0.21 -0.03 0.09
H 5.67072 4.71383 3.27508 0.04 -0.19 0.01
H 4.19931 3.72605 3.21243 -0.02 -0.05 0.02
H 5.26584 3.66188 4.64807 -0.12 0.05 0.03
H 4.63236 1.42857 3.86386 -0.01 0.04 -0.16
H 6.15142 0.71023 3.30402 -0.04 -0.01 -0.02
H 4.33800 0.03204 1.80620 0.05 -0.01 0.00
H 5.48357 1.04707 0.91420 -0.04 0.08 0.13
H 4.06694 2.40875 -0.56036 0.08 0.04 -0.07
H 4.91589 3.39379 0.67152 -0.04 -0.09 0.00
H 3.17876 3.62309 0.38539 0.04 -0.18 0.06

***

[2]
103
Properties=species:S:1:pos:R:3:forces:R:3 method="wB97M-V/def2-TZVPD" multiplicity=1 homo_energy_ev=-9.3836 orbital_gap_ev=8.77 lumo_energy_ev=-0.6
O 13.38027 17.78205 -5.99409 -0.45 -0.51 0.27
H 14.18559 18.18767 -6.29307 0.47 0.37 -0.34
H 12.65409 18.36143 -6.24148 -0.23 0.32 -0.23
O 11.39471 18.27402 0.96541 -1.01 1.41 -0.18
H 11.52923 17.51815 1.48378 0.34 -1.70 1.17
H 11.84448 18.13043 0.13017 0.79 0.17 -0.88
O 14.77871 20.46192 -1.20380 -1.14 -0.09 -0.16
H 15.33928 20.49239 -0.44620 0.97 0.15 1.46
H 15.30435 20.71943 -1.95543 0.26 0.46 -1.11
O 14.16175 16.25708 -3.91502 -2.23 -0.30 0.65
H 13.64847 16.91914 -4.42941 0.81 -0.37 -0.06
H 15.07104 16.38275 -4.06660 1.73 0.39 -0.84
O 15.34915 16.70600 -1.37268 0.16 0.65 1.68
H 14.58552 17.21270 -1.04292 0.35 -0.03 0.41
H 15.00810 16.55233 -2.22879 -0.49 -0.74 -1.77
O 8.93174 16.86636 -0.30656 -1.90 -0.70 -1.50
H 9.61365 17.08223 0.28645 1.64 0.52 0.93
H 9.23758 16.27626 -1.02141 0.27 0.27 0.54
O 14.55530 17.87220 1.33635 3.29 -0.70 -0.39
H 13.86989 17.89433 1.94719 -2.31 0.23 1.65
H 15.30663 17.50225 1.88114 -0.99 0.27 -1.14
O 7.64917 18.04541 -2.47479 -0.98 0.53 -0.83
H 7.99466 17.81215 -1.63458 1.38 -0.74 1.44
H 6.84034 18.45358 -2.14749 -0.43 0.23 -0.60
O 9.99197 14.69411 -1.97113 -0.79 -0.32 0.57
H 9.32191 14.18143 -1.47873 0.27 0.17 -0.53
H 10.73987 14.70362 -1.37756 0.63 -0.05 0.13
O 11.29170 19.81568 -6.33781 1.39 -0.96 -0.01
H 10.85753 19.50437 -5.54651 -0.20 -0.38 0.87
H 10.76460 20.53721 -6.59630 -0.99 1.50 -0.86
O 15.79598 20.36872 1.35667 1.25 -0.11 -1.74
H 15.51796 20.81507 2.11395 -0.60 1.65 1.76
H 15.45643 19.49845 1.48450 -0.55 -1.38 -0.16
C 17.00657 20.43145 -3.64120 -0.49 -1.09 -2.10
C 16.38302 18.96342 -3.75797 -0.40 1.85 -0.06
O 17.45944 18.12561 -4.05186 -0.36 -0.72 -0.47
O 15.99945 21.42516 -3.62853 0.90 0.35 1.05
H 17.77792 20.52978 -4.49372 -1.36 -0.01 0.93
H 17.58236 20.57255 -2.75112 0.26 -0.15 0.83
H 15.65833 18.92617 -4.60570 0.53 0.22 0.51
H 15.83348 18.64306 -2.83331 0.51 0.35 -0.66
H 17.89385 18.10281 -3.21583 1.09 -0.63 0.80
H 15.38166 21.30737 -4.34164 -0.57 -0.58 -0.69
C 12.16536 22.69544 -4.24614 -0.16 0.04 1.07
C 13.33625 22.40440 -5.12740 -1.21 -2.47 -0.05
O 13.64625 21.00299 -5.07312 0.60 -0.78 0.52
O 11.84057 24.06630 -4.36062 -0.86 0.32 1.43
H 12.40605 22.51127 -3.18064 0.25 -0.34 -0.39
H 11.27716 22.08640 -4.46681 0.31 -0.20 -0.26
H 14.23358 22.86933 -4.81156 0.61 1.07 -0.02
H 13.03665 22.52677 -6.13731 0.11 1.26 -1.09
H 12.96939 20.43982 -5.49104 -0.11 0.64 0.05
H 11.37245 24.18912 -3.49924 0.36 0.70 -1.28
C 12.63991 22.68860 0.51097 -0.59 1.53 0.74
C 12.26223 21.26173 0.89706 0.63 -0.01 1.06
O 10.91827 21.06789 1.35995 0.52 1.21 -0.06
O 14.02068 22.82640 0.19515 -0.87 0.61 1.47
H 12.47045 23.47207 1.31614 -0.39 -1.18 -0.93
H 12.09838 22.90636 -0.40172 -0.65 0.60 -0.05
H 12.98809 21.00076 1.69384 -0.34 -0.30 -0.26
H 12.39672 20.60174 0.04559 0.34 -0.02 -0.22
H 10.87245 20.13572 1.55157 -0.13 -0.75 0.07
H 14.09882 22.09376 -0.36988 1.33 -1.54 -1.71
C 8.70111 21.05657 -2.81598 -1.35 1.05 0.64
C 9.65537 21.07552 -1.57862 0.79 -1.34 -1.03
O 9.04009 21.76802 -0.56109 -1.07 0.83 -0.43
O 9.19376 20.43563 -3.94859 0.28 1.79 -1.26
H 8.43230 22.11077 -3.09340 0.46 -0.73 0.33
H 7.71118 20.56147 -2.64899 0.75 0.52 0.90
H 10.68185 21.52253 -1.82668 -1.19 -0.39 -0.12
H 9.88335 20.02072 -1.20188 -0.28 0.85 -0.78
H 9.47172 21.47352 0.22550 0.57 0.05 1.31
H 9.59051 19.63770 -3.68840 0.85 -1.90 0.34
C 7.93424 18.91656 -6.51348 -0.76 -0.65 -0.71
C 6.57549 18.36254 -6.11497 2.03 -1.00 -0.19
O 6.43577 18.93281 -4.87863 -3.13 1.04 0.91
O 8.20455 18.53564 -7.85297 1.66 -0.57 0.23
H 8.67122 18.56909 -5.72174 -0.45 0.18 -1.58
H 7.86657 19.99270 -6.44381 0.17 0.42 0.23
H 6.60615 17.24543 -6.10085 -0.05 0.55 0.07
H 5.80673 18.63396 -6.82175 -0.46 0.48 0.05
H 7.09379 18.60395 -4.30389 1.20 -0.67 1.10
H 7.52143 18.87936 -8.41860 -0.39 0.27 -0.15
C 12.61415 18.86910 -2.53678 -0.62 1.19 -0.17
C 11.34156 17.99994 -2.91056 1.68 -0.39 1.20
O 10.78182 18.33052 -4.15057 0.46 1.33 0.15
O 13.07365 18.48888 -1.23824 0.26 0.88 0.97
H 12.33804 19.97651 -2.51178 0.15 -1.29 -0.21
H 13.48387 18.78014 -3.22196 -0.90 -0.14 -0.07
H 10.60984 18.01817 -2.06293 0.40 0.34 -0.64
H 11.66761 16.96373 -3.01966 0.26 -0.18 0.46
H 10.19225 17.61387 -4.37323 -0.73 -1.08 -0.11
H 13.71886 19.23704 -0.89803 -1.27 -1.58 -1.39
C 10.16560 16.34502 -6.80261 -0.10 0.03 0.76
C 10.58740 15.58215 -5.53475 -0.30 0.54 0.53
O 9.66063 15.83916 -4.46531 -0.05 0.77 -0.03
O 10.79226 15.75487 -7.93168 1.83 -0.16 0.34
H 10.38762 17.42012 -6.69721 0.28 -0.28 -0.22
H 9.05815 16.33263 -6.90870 0.76 -0.49 -0.22
H 11.59778 15.94207 -5.15971 -0.73 -0.98 -0.88
H 10.43436 14.51625 -5.69085 1.05 -0.16 -0.53
H 9.97495 15.31197 -3.71649 -0.36 0.16 0.08
H 11.78505 15.62227 -7.74669 -2.31 0.51 -0.27

***

[3]
21
Properties=species:S:1:pos:R:3:forces:R:3 method="wB97M-V/def2-TZVPD" multiplicity=1 homo_energy_ev="-6.1277 / -6.1290" orbital_gap_ev="7.02 / 7.02" lumo_energy_ev="0.9 / 0.9"
C -0.58314 2.33942 -0.86271 -0.09 -1.61 -1.09
C 0.04657 -1.87546 0.50248 -0.05 1.75 1.02
C 0.58649 0.80379 1.60823 0.23 0.49 0.12
C 1.47123 -2.36192 0.50904 0.09 0.00 0.01
C -0.36535 0.17829 -0.79337 -0.95 5.76 -1.11
C 0.00324 0.24430 0.39007 0.91 -6.15 1.50
N -1.00382 -0.27515 -1.88523 0.21 -0.66 0.40
O -1.97447 2.40587 -1.14499 -0.13 0.24 -0.05
H -2.45304 2.33359 -0.31235 0.06 -0.05 -0.10
H -1.72785 0.36279 -2.20432 0.28 -0.19 -0.25
H -0.44859 -0.82379 -2.52623 -0.33 0.36 -0.21
H -0.29009 3.03422 -0.07172 0.06 -0.37 0.24
H -0.04348 2.57337 -1.77768 -0.08 0.13 -0.07
H -0.56371 -2.34973 -0.26189 -0.06 0.35 -0.13
H -0.45951 -1.94984 1.46433 0.09 -0.26 0.05
H 1.05798 0.03445 2.22195 -0.11 -0.10 -0.19
H 1.35793 1.54304 1.38965 -0.08 0.12 -0.05
H -0.17963 1.27120 2.22875 -0.04 0.07 -0.06
H 1.93825 -2.22618 -0.46957 0.03 0.02 0.02
H 1.54625 -3.43076 0.75271 -0.03 0.09 -0.01
H 2.08473 -1.83151 1.24285 -0.01 0.00 -0.02

***

[4]
9
Properties=species:S:1:pos:R:3:forces:R:3 method="wB97M-V/def2-TZVPD" multiplicity=1 homo_energy_ev=-9.0475 smiles="C1=PC=[PH]=C1" orbital_gap_ev=9.13 lumo_energy_ev=0.1
C -0.57269 1.36884 -0.38239 -1.94 -5.65 1.01
P -2.26729 0.10410 -0.08607 2.39 1.50 -0.07
C -1.30004 -1.23253 0.07530 -0.38 -2.17 -0.91
P 0.45463 -1.17011 -0.40936 -0.48 1.43 -0.07
C 0.56670 0.69625 -0.40669 0.42 -0.11 -1.70
H -0.87530 2.31004 -0.50590 -0.40 3.83 -0.47
H -1.71092 -2.32717 0.11432 0.55 2.22 0.22
H 0.91354 -1.11733 0.87594 0.73 -0.65 1.20
H 1.52822 1.15681 -0.77057 -0.90 -0.40 0.80

***

[5]
13
Properties=species:S:1:pos:R:3:forces:R:3 method="wB97M-V/def2-TZVPD" multiplicity=1 homo_energy_ev=-7.6338 orbital_gap_ev=8.56 lumo_energy_ev=0.9
C -1.49161 -0.72377 -0.07536 0.18 1.22 1.59
C -0.10733 -0.74810 -0.59663 0.33 -0.13 -0.48
C 0.15935 0.48197 -1.18989 0.25 0.00 -0.05
N 0.95766 1.16208 -0.35050 -0.11 0.08 0.14
C 1.22773 0.36996 0.76573 1.68 -0.25 -0.60
C 0.80574 -0.89827 0.49915 -0.45 0.62 0.51
H -1.01817 0.25924 0.97973 -2.75 -1.84 -2.36
H -2.27891 -0.47962 -0.83429 0.58 0.24 1.04
H -1.77636 -1.57879 0.53530 -0.07 0.02 -0.06
H -0.32893 0.97847 -2.02487 -0.01 -0.14 0.33
H 1.26694 2.10807 -0.49773 0.16 -0.07 0.12
H 1.86343 0.75390 1.54356 0.11 0.08 0.08
H 0.72046 -1.68513 1.24580 0.11 0.17 -0.26

***

[6]
28
Properties=species:S:1:pos:R:3:forces:R:3 method="wB97M-V/def2-TZVPD" multiplicity=1 homo_energy_ev=-8.7445 smiles=CCCSc1nncn1-c1ccccc1 orbital_gap_ev=9.30 lumo_energy_ev=0.6
C -2.89358 -2.94281 -1.03675 -2.02 0.03 -2.74
C -1.75911 -2.74585 -2.10254 -1.30 0.59 0.09
C -1.48075 -1.30037 -2.61707 0.14 -0.60 1.96
S -1.08058 -0.10084 -1.18050 0.95 -1.09 -0.64
C 0.60616 -0.61979 -0.64361 -0.98 -0.51 -0.14
N 1.29981 -1.59193 -1.13837 1.28 -0.25 0.88
N 2.51904 -1.62447 -0.40076 0.50 1.15 -0.41
C 2.53914 -0.60844 0.44308 -0.86 0.12 0.28
N 1.26241 -0.05114 0.41987 -0.77 0.16 -1.75
C 0.65075 0.98873 1.11040 1.06 2.14 -0.54
C 0.72439 1.00083 2.46800 -1.32 1.58 1.05
C 0.33588 2.14914 3.11874 -0.83 4.02 1.44
C 0.02526 3.43160 2.53005 0.54 -1.40 -0.93
C -0.14034 3.29997 1.12281 0.35 2.10 -0.55
C 0.21692 2.15993 0.41890 0.15 -1.21 1.28
H -2.85656 -2.50860 -0.07788 1.26 0.42 1.25
H -3.87413 -2.38517 -1.38299 1.46 -1.66 0.10
H -2.99585 -4.06412 -0.95591 -0.48 1.29 0.08
H -2.05529 -3.36147 -3.01157 0.61 0.55 1.12
H -0.88069 -3.12481 -1.60269 0.61 -0.21 -0.51
H -2.32372 -0.83904 -3.12637 -0.22 0.07 0.29
H -0.66893 -1.32398 -3.31569 0.65 0.16 -0.17
H 3.36082 -0.06004 1.07007 -1.60 -1.85 -1.26
H 0.96948 0.25375 3.16276 0.54 -1.60 0.00
H 0.21750 2.24960 4.20357 0.69 -0.86 -0.15
H 0.06990 4.44777 3.11354 -0.64 -2.36 -1.21
H -0.39569 4.16150 0.43169 0.22 -0.82 1.27
H 0.20523 2.16339 -0.65784 -0.01 0.03 -0.07

***

no.,maximum force (hartree/bohr),calculated total energy (eV)
1,0.0715,-53254.4421
2,0.0665,-66740.2382
3,0.1243,-9964.0914
4,0.1177,-21750.5023
5,0.0791,-6784.5141
6,0.0846,-26920.8621